Record 1
Density functional theory data (ωB97M-V/def2-TZVPD) for an isolated ion of composition C4H8NS2 and charge +1.

As for the total energy: -27429.6424 eV. The calculation puts the orbital gap at 0.3612 Eh. As for the net charge: +1. For the energy relative to the best compared isomer or geometry (same formula, charge and spin), the calculation gives 1.387 eV. The LUMO energy comes out at -3.51 eV.

XYZ file:
```
15
Properties=species:S:1:pos:R:3:mulliken_charge:R:1
C -0.9706 -0.4445 -1.1278 -1.227
C -0.2434 0.6187 -0.1164 0.077
S -1.2542 1.9925 0.4692 -0.166
N 0.3933 -0.1290 1.0405 -0.185
C 1.8818 -0.2975 1.0616 -0.537
C 2.4267 0.2499 0.0153 -0.113
S 1.4115 1.1669 -1.0195 -0.011
H -1.2306 0.1043 -1.9977 0.413
H -1.9127 -0.8025 -0.7633 0.416
H -0.1569 -1.1111 -1.4980 0.403
H -0.7056 3.1146 -0.0609 0.229
H 0.0452 -1.1412 1.1340 0.428
H -0.0257 0.3327 1.9282 0.415
H 2.2770 -1.0812 1.7304 0.385
H 3.4402 0.3186 -0.1270 0.472
```



Record 2
Density functional theory data (ωB97M-V/def2-TZVPD) for a 2-piece molecular cluster, C5H7NO overall.

As for the total energy: -8830.8277 eV. The calculation puts the orbital gap at 0.3710 Eh. For the energy relative to the best compared isomer or geometry (same formula, charge and spin), the calculation gives 5.375 eV. The LUMO energy comes out at 0.92 eV.

XYZ file:
```
14
Properties=species:S:1:pos:R:3:mulliken_charge:R:1
C -0.5607 -0.0066 -2.1785 -0.334
C 0.4110 0.0269 -1.2987 0.033
C 0.8272 -0.1585 -0.0916 0.089
C 1.5838 -0.2741 1.1083 -0.234
C 0.6272 0.4598 1.9613 -0.293
N 0.1387 -0.6512 1.1332 -0.554
H -0.7659 -0.8968 -2.7683 0.264
H -1.2329 0.8366 -2.3096 0.229
H 2.3464 -0.9888 1.3807 0.250
H 0.3236 1.4694 1.6858 0.221
H 0.6408 0.2409 3.0256 0.257
O -2.1655 -1.0235 -0.4354 -0.704
H -1.9159 -1.8813 -0.7985 0.319
H -1.4403 -0.8501 0.1898 0.456
```



Record 3
Density functional theory data (ωB97M-V/def2-TZVPD) for a 2-piece molecular cluster, H2N2O3S overall.

As for the total energy: -19984.8939 eV. The calculation puts the orbital gap (spin up / spin down) at 0.1967 / 0.3332 Eh. For the energy relative to the best compared isomer or geometry (same formula, charge and spin), the calculation gives 2.996 eV. The LUMO energy (spin up / spin down) comes out at -2.67 / -1.13 eV.

XYZ file:
```
8
Properties=species:S:1:pos:R:3:mulliken_charge:R:1
N -0.4303 0.4229 -0.2560 -0.407
N 3.7107 -0.2939 -0.3143 0.472
O 3.6875 -0.8553 0.7394 -0.389
O 2.7335 0.4458 -0.5948 -0.413
O 0.6173 2.5078 0.9469 -0.415
S 0.6244 1.7922 -0.3090 0.640
H -0.3077 -0.2415 -1.0344 0.267
H -1.2576 0.3674 0.3205 0.245
```



Record 4
Density functional theory data (ωB97M-V/def2-TZVPD) for one molecule with the formula C10H14ClP.

As for the total energy: -32405.0765 eV. The calculation puts the orbital gap at 0.3249 Eh. The LUMO energy comes out at 0.58 eV.

XYZ file:
```
26
Properties=species:S:1:pos:R:3:mulliken_charge:R:1
C -0.5372 2.5162 0.1180 -1.684
C 0.5427 1.5118 0.3080 0.684
C 0.7840 0.8664 1.4460 -0.638
P 2.0634 -0.4914 1.3213 -0.194
C 1.0031 -1.9529 1.6201 -0.798
C -0.7668 -1.6812 1.2647 -0.385
C -1.1473 -1.8567 0.0206 -0.100
C -2.5990 -1.7283 -0.3045 -0.474
Cl -2.9880 -2.3936 -1.9817 -0.236
C 2.1015 -0.1607 -0.4617 -0.655
C 1.3669 0.9885 -0.7594 0.959
C 1.2625 1.7036 -2.0634 -1.460
H -1.0876 2.6860 0.9799 0.437
H -1.2160 2.0467 -0.6093 0.345
H -0.1685 3.4544 -0.3332 0.359
H 0.2940 1.0055 2.4509 0.415
H 1.3332 -2.8298 1.0965 0.474
H 1.1321 -2.0788 2.7701 0.300
H -1.3828 -1.3648 2.0594 0.380
H -0.3260 -2.1265 -0.7182 0.260
H -3.1010 -0.6615 -0.3917 0.220
H -3.1747 -2.2053 0.4374 0.377
H 2.8407 -0.6859 -1.1367 0.363
H 2.2148 1.6359 -2.5329 0.450
H 0.9087 2.6613 -1.8359 0.312
H 0.6474 1.1411 -2.7642 0.290
```



Record 5
Density functional theory data (ωB97M-V/def2-TZVPD) for a 7-piece molecular cluster, H14O7 overall.

As for the total energy: -14559.7672 eV. The calculation puts the orbital gap at 0.3740 Eh. For the energy relative to the best compared isomer or geometry (same formula, charge and spin), the calculation gives 1.694 eV. The LUMO energy comes out at -0.24 eV.

XYZ file:
```
21
Properties=species:S:1:pos:R:3:mulliken_charge:R:1
O -12.9884 -8.4864 11.3048 -0.699
H -13.4802 -7.9635 10.6715 0.290
H -12.3988 -7.8610 11.7261 0.452
O -7.6514 -5.2555 11.7847 -0.614
H -8.2798 -4.7295 11.2902 0.318
H -7.8951 -6.1616 11.5954 0.377
O -10.8667 -7.3281 12.6129 -0.827
H -11.1427 -8.1309 13.0551 0.396
H -9.9936 -7.5280 12.2752 0.359
O -11.5975 -10.8548 10.6811 -0.612
H -11.9771 -10.0182 10.9498 0.392
H -10.8761 -10.9987 11.2936 0.270
O -8.5804 -7.8451 11.3307 -0.779
H -7.9656 -8.5297 11.5943 0.294
H -8.2565 -7.5458 10.4811 0.333
O -10.9987 -9.6835 14.2471 -0.619
H -10.3923 -10.2283 13.7454 0.289
H -11.1192 -10.1551 15.0713 0.285
O -10.8510 -5.3489 14.3451 -0.628
H -10.7601 -5.9609 13.6147 0.437
H -11.5114 -4.7213 14.0514 0.283
```



Record 6
Density functional theory data (ωB97M-V/def2-TZVPD) for one molecule with the formula C20H23N3O7S2.

As for the total energy: -61585.9701 eV. The calculation puts the orbital gap at 0.3356 Eh. For the energy relative to the best compared isomer or geometry (same formula, charge and spin), the calculation gives 0.136 eV. The LUMO energy comes out at -0.36 eV.

XYZ file:
```
55
Properties=species:S:1:pos:R:3:mulliken_charge:R:1
C -3.8762 -5.5101 0.6386 -0.659
O -4.0668 -4.1269 0.3736 -0.298
C -3.0220 -3.4840 -0.1544 0.502
O -1.9700 -4.0156 -0.4095 -0.612
C -3.2983 -2.0392 -0.3908 0.494
C -2.3274 -1.2946 -1.0570 -0.708
C -2.5187 0.0589 -1.2625 -0.374
C -3.6784 0.6459 -0.7948 0.162
S -3.8401 2.4264 -0.8904 1.342
O -2.8851 2.9343 -1.8301 -0.680
O -5.2109 2.8097 -0.9829 -0.686
N -3.2668 2.9744 0.6279 -0.606
N -1.9158 2.6639 0.7801 -0.063
C -1.5616 1.4552 1.3146 0.228
O -2.3924 0.7465 1.8524 -0.629
C -0.1178 1.1202 1.2295 0.582
C 0.8771 2.0954 1.1666 -0.523
C 2.2041 1.7150 1.0818 -0.820
C 2.5301 0.3717 1.0557 -0.182
S 4.2666 -0.0693 0.9337 1.515
O 4.3759 -1.4984 1.0294 -0.682
O 5.0064 0.7335 1.8611 -0.768
N 4.5784 0.5129 -0.6045 0.095
C 5.9061 1.0533 -0.8205 -0.998
C 6.9329 -0.0495 -1.0700 -0.412
C 6.4864 -0.9113 -2.2490 -0.762
C 5.1014 -1.4879 -1.9648 -0.532
C 4.1169 -0.3567 -1.6672 -0.870
C 1.5566 -0.6056 1.1297 -0.309
C 0.2280 -0.2299 1.2227 -0.926
C -4.6600 -0.0790 -0.1483 -0.721
C -4.4728 -1.4344 0.0514 -0.556
H -3.6224 -6.0405 -0.2813 0.292
H -3.0673 -5.6497 1.3583 0.301
H -4.8166 -5.8739 1.0439 0.230
H -1.4297 -1.7919 -1.3920 0.519
H -1.7907 0.6673 -1.7762 0.542
H -3.7913 2.5711 1.3991 0.380
H -1.3486 3.1313 0.0862 0.422
H 0.6187 3.1420 1.2165 0.585
H 3.0001 2.4413 1.0477 0.459
H 6.1581 1.6241 0.0734 0.445
H 5.8528 1.7308 -1.6795 0.409
H 7.0037 -0.6660 -0.1715 0.285
H 7.9099 0.3953 -1.2651 0.379
H 7.2001 -1.7196 -2.4160 0.375
H 6.4509 -0.2987 -3.1543 0.296
H 5.1486 -2.1411 -1.0927 0.295
H 4.7427 -2.0668 -2.8173 0.401
H 3.1503 -0.7584 -1.3562 0.336
H 3.9686 0.2635 -2.5584 0.453
H 1.8546 -1.6424 1.1251 0.560
H -0.5569 -0.9678 1.2907 0.592
H -5.5498 0.4287 0.1889 0.437
H -5.2174 -2.0242 0.5612 0.460
```



For each record above, in turn, the calculated largest force on an atom values are 0.080, 0.012, 0.060, 0.103, 0.020, 0.020 Eh/bohr.